No. 1
DFT (ωB97M-V/def2-TZVPD) results for a cluster of 2 separate species, C6H12O in total.

Computed properties:
Electronic energy ... -310.98903 Eh
E_HOMO ... -9.1 eV
LUMO ... 1.0 eV
Molar mass ... 100.161 g/mol
SMILES string ... CC(C)=CCC=O.[H][H]
Gap between HOMO and LUMO ... 10.07 eV
Relative energy (zero: lowest compared OMol25 entry of this formula, charge and spin) ... 184.4 kJ/mol

Structure (ORCA input):
```
! RIJCOSX wB97M-V def2-TZVPD def2/J DEFGRID3
* xyz 0 1
C 1.77704 1.23549 -0.51954
C 0.72139 0.16514 -0.47105
C 1.18052 -1.18617 0.01680
C -0.52752 0.42649 -0.86543
C -1.69679 -0.52448 -0.76918
C -2.32566 -0.24071 0.57632
O -2.23352 -0.96488 1.53981
H 1.34602 2.21827 -0.72944
H 2.30722 1.29395 0.43871
H 2.53022 1.01884 -1.28638
H 1.95928 -1.07821 0.77982
H 1.61749 -1.76223 -0.80945
H 0.36968 -1.77435 0.45402
H -0.76471 1.43176 -1.20966
H -2.41998 -0.33115 -1.57111
H -1.39961 -1.57490 -0.80719
H -2.82939 0.74835 0.65184
H 0.44618 0.70399 2.18538
H -0.10534 0.26503 2.42230
*
```

---

No. 2
DFT (ωB97M-V/def2-TZVPD) results for a structure of composition C6H12O.

Computed properties:
Electronic energy ... -311.01080 Eh
E_HOMO ... -9.6 eV
LUMO ... 1.1 eV
Molar mass ... 100.161 g/mol
Gap between HOMO and LUMO ... 10.71 eV
Relative energy (zero: lowest compared OMol25 entry of this formula, charge and spin) ... 127.3 kJ/mol

Structure (ORCA input):
```
! RIJCOSX wB97M-V def2-TZVPD def2/J DEFGRID3
* xyz 0 1
C 2.77826 0.23677 0.34359
C 1.42524 -0.47178 0.36941
C 0.24599 0.49681 0.48113
C -1.09998 -0.20542 0.47263
C -1.63167 -0.80238 -0.83879
O -2.90581 -0.16269 -0.66424
C -2.38322 0.63297 0.40753
H 2.84660 0.92571 -0.50634
H 2.93558 0.82126 1.25791
H 3.60355 -0.47835 0.25861
H 1.39675 -1.17582 1.21311
H 1.31172 -1.07794 -0.54032
H 0.28017 1.21995 -0.34750
H 0.34360 1.07778 1.40946
H -1.14993 -0.93457 1.28658
H -1.72299 -1.89065 -0.91066
H -1.12548 -0.42720 -1.74533
H -2.19899 1.67061 0.09559
H -3.04289 0.62653 1.28173
*
```

---

No. 3
DFT (ωB97M-V/def2-TZVPD) results for a cluster of 2 separate species, C6H12O in total.

Computed properties:
Electronic energy ... -311.01295 Eh
E_HOMO ... -9.4 eV
LUMO ... 0.9 eV
Molar mass ... 100.161 g/mol
SMILES string ... C=C(C)CC=O.C
Gap between HOMO and LUMO ... 10.30 eV
Relative energy (zero: lowest compared OMol25 entry of this formula, charge and spin) ... 121.6 kJ/mol

Structure (ORCA input):
```
! RIJCOSX wB97M-V def2-TZVPD def2/J DEFGRID3
* xyz 0 1
C 0.87619 -1.11586 0.46708
C -0.43771 -1.09026 0.24381
C -1.12109 -2.03674 -0.70970
C -1.32221 -0.07400 0.94038
C -1.60987 1.06605 -0.01406
O -1.25001 2.20591 0.15821
H 1.34528 -0.43027 1.16753
H 1.52430 -1.81548 -0.05340
H -0.39929 -2.54697 -1.35453
H -1.68180 -2.79643 -0.14863
H -1.84616 -1.52080 -1.35268
H -0.84167 0.34039 1.83205
H -2.27320 -0.54344 1.23312
H -2.15964 0.78677 -0.93870
C 2.24017 1.91661 -0.29405
H 2.68899 2.89025 -0.50946
H 2.19164 1.32293 -1.21060
H 2.84602 1.38849 0.44644
H 1.23005 2.05287 0.09719
*
```

---

No. 4
DFT (ωB97M-V/def2-TZVPD) results for the molecule C6H12O.

Computed properties:
Electronic energy ... -311.04744 Eh
E_HOMO ... -9.6 eV
LUMO ... 1.1 eV
Molar mass ... 100.161 g/mol
SMILES string ... C[C@H]1CO[C@@H](C)C1
Gap between HOMO and LUMO ... 10.78 eV
Relative energy (zero: lowest compared OMol25 entry of this formula, charge and spin) ... 31.1 kJ/mol

Structure (ORCA input):
```
! RIJCOSX wB97M-V def2-TZVPD def2/J DEFGRID3
* xyz 0 1
C 2.15700 -0.81948 -0.47083
C 1.06800 -0.33793 0.48309
C 0.89896 1.20512 0.48734
O -0.37855 1.48534 -0.05182
C -1.22152 0.40361 0.31317
C -2.48443 0.46216 -0.52065
C -0.34121 -0.82918 0.09799
H 3.14616 -0.46364 -0.15955
H 1.96581 -0.44763 -1.48526
H 2.19261 -1.91413 -0.51481
H 1.31227 -0.67515 1.49767
H 0.97533 1.60486 1.51079
H 1.64035 1.71929 -0.13390
H -1.47557 0.48711 1.38629
H -3.01077 1.40728 -0.35625
H -3.15682 -0.36141 -0.25778
H -2.23366 0.38772 -1.58436
H -0.36994 -1.10898 -0.96340
H -0.66804 -1.69380 0.68473
*
```

---

No. 5
DFT (ωB97M-V/def2-TZVPD) results for a structure of composition C6H12O in a non-equilibrium geometry.

Computed properties:
Electronic energy ... -310.89239 Eh
E_HOMO ... -8.2 eV
LUMO ... 1.2 eV
Molar mass ... 100.161 g/mol
Gap between HOMO and LUMO ... 9.31 eV
Relative energy (zero: lowest compared OMol25 entry of this formula, charge and spin) ... 438.2 kJ/mol

Structure (ORCA input):
```
! RIJCOSX wB97M-V def2-TZVPD def2/J DEFGRID3
* xyz 0 1
C -1.92916 -1.11410 -0.68807
C -0.61534 0.26903 -0.12498
C -1.36407 1.21340 0.78772
C 0.38064 -0.56050 0.60957
O 1.20515 -1.43334 -0.14492
C 1.84852 -0.38284 0.55854
C 2.54807 0.67176 -0.25304
H -2.72383 -0.82845 -1.40726
H -1.40500 -1.99725 -1.07671
H -2.34038 -1.26491 0.29207
H -0.98751 -0.04870 -1.12432
H -1.75835 0.69553 1.68131
H -2.19371 1.69991 0.27270
H -0.71176 2.01611 1.16831
H -0.00198 -1.01301 1.53861
H 2.40208 -0.73566 1.43507
H 1.91193 0.99727 -1.07945
H 3.48650 0.27494 -0.65704
H 2.79252 1.53685 0.37457
*
```

---

No. 6
DFT (ωB97M-V/def2-TZVPD) results for the molecule C6H12O.

Computed properties:
Electronic energy ... -310.95035 Eh
E_HOMO ... -8.3 eV
LUMO ... 1.1 eV
Molar mass ... 100.161 g/mol
Gap between HOMO and LUMO ... 9.42 eV
Relative energy (zero: lowest compared OMol25 entry of this formula, charge and spin) ... 286.0 kJ/mol

Structure (ORCA input):
```
! RIJCOSX wB97M-V def2-TZVPD def2/J DEFGRID3
* xyz 0 1
C 0.52513 2.57293 1.30227
O 0.36080 1.74104 0.14339
C -0.84334 1.25350 -0.02773
C -0.80185 0.37028 -1.24868
C -1.15333 -1.06157 -0.80147
C -0.24337 -1.57306 0.32046
C 1.24126 -1.60696 -0.03714
H -0.13903 2.22393 2.09429
H 0.28251 3.60406 1.03626
H 1.57261 2.50100 1.60105
H -0.38987 -0.92497 1.19604
H -1.58415 0.72665 -1.93186
H 0.16211 0.39964 -1.77704
H -1.10475 -1.73163 -1.66965
H -2.18921 -1.07154 -0.44355
H -0.57322 -2.57487 0.62355
H 1.42439 -2.23507 -0.91712
H 1.62145 -0.60296 -0.25553
H 1.83185 -2.01040 0.79247
*
```